Record 1
The following is a DFT calculation (ωB97M-V/def2-TZVPD) of C21H28AuCl2F3N4OSi as an isolated structure.

Energy above the lowest of the compared OMol25 structures with the same formula, charge and spin, eV: 0.086
Max |F|, hartree/bohr: 0.008
Net charge: +2
Spin multiplicity: 3
Kohn-Sham gap (alpha / beta), eV: 8.75 / 6.47

CARTESIAN COORDINATES (ANGSTROEM)
1 Au -0.2694 0.5527 0.0738
2 Cl 1.3344 3.0602 1.1943
3 C -0.2064 3.8809 1.4674
4 Cl -1.6225 2.8236 1.1430
5 H -0.2788 4.7250 0.7938
6 H -0.2629 4.1815 2.5054
7 N 0.1941 -0.0370 2.0624
8 C 0.2687 -0.8378 2.9024
9 N 0.3698 -1.7277 3.8321
10 C 1.5973 -1.8421 4.6672
11 C 1.2574 -1.4218 6.0827
12 O 0.1629 -2.1689 6.5727
13 C -1.0139 -1.9347 5.8272
14 C -0.8347 -2.3962 4.3957
15 H 2.3800 -1.2202 4.2363
16 H 1.9075 -2.8863 4.6393
17 H 1.0327 -0.3484 6.1170
18 H 2.1030 -1.6220 6.7375
19 H -1.2749 -0.8693 5.8538
20 H -1.8128 -2.5021 6.3000
21 H -1.6974 -2.1596 3.7758
22 H -0.6478 -3.4691 4.3583
23 F 5.3948 -1.8859 -3.3981
24 C 5.4630 -1.3702 -2.1686
25 F 6.0201 -2.2697 -1.3588
26 F 6.2468 -0.2893 -2.2094
27 C 4.0755 -0.9813 -1.6888
28 C 3.3311 -0.0818 -2.4339
29 C 2.0790 0.2774 -1.9843
30 N 1.5716 -0.2149 -0.8451
31 C 2.2871 -1.0948 -0.1315
32 C 3.5454 -1.5050 -0.5255
33 H 3.7137 0.3347 -3.3559
34 H 1.4631 0.9632 -2.5437
35 H 1.8305 -1.4787 0.7678
36 H 4.0962 -2.2197 0.0688
37 C -2.4767 -1.7599 -2.9764
38 Si -2.7909 -0.4940 -1.6678
39 C -4.3269 0.4896 -1.9043
40 C -2.7660 -1.2715 0.0174
41 N -1.3758 0.6959 -1.6591
42 C -1.1627 1.6309 -2.5932
43 C -1.7677 1.5231 -3.8894
44 C -1.5795 2.5014 -4.8300
45 C -0.8112 3.6312 -4.5279
46 C -0.2013 3.7628 -3.2710
47 C -0.3564 2.7849 -2.3274
48 H -2.8499 -2.7277 -2.6326
49 H -1.4132 -1.8754 -3.1974
50 H -2.9951 -1.5258 -3.9079
51 H -5.1768 -0.1947 -1.9772
52 H -4.3106 1.0899 -2.8142
53 H -4.5098 1.1576 -1.0598
54 H -3.6852 -1.8547 0.1300
55 H -2.7576 -0.5451 0.8368
56 H -1.9279 -1.9648 0.1348
57 H -2.3444 0.6429 -4.1355
58 H -2.0251 2.4000 -5.8102
59 H -0.6853 4.4095 -5.2687
60 H 0.3883 4.6424 -3.0496
61 H 0.1032 2.8870 -1.3506

Record 2
The following is a DFT calculation (ωB97M-V/def2-TZVPD) of C37H72IrN4O7P2Si2 as an isolated structure in a non-equilibrium geometry.

Energy above the lowest of the compared OMol25 structures with the same formula, charge and spin, eV: 0.694
Max |F|, hartree/bohr: 0.051
Net charge: +1
Spin multiplicity: 1
Kohn-Sham gap, eV: 5.07

CARTESIAN COORDINATES (ANGSTROEM)
1 Ir -0.2027 0.1419 -0.4699
2 C 1.5929 -2.3303 5.6202
3 C 0.3380 -2.6785 4.8309
4 C 0.4386 -4.0878 4.2528
5 O -0.0047 -1.7478 3.7946
6 P 0.8368 -0.7054 2.9201
7 O -0.1193 -0.0455 2.0298
8 C 2.3234 -1.5771 2.3240
9 P 2.9959 -0.8325 0.7938
10 O 2.1009 -0.1076 -0.1127
11 O 3.7549 -2.0272 0.0424
12 C 3.5582 -2.1968 -1.3808
13 C 4.2108 -3.5201 -1.7585
14 C 4.1602 -1.0541 -2.1806
15 O 4.0737 0.2000 1.3329
16 C 5.4270 0.0108 1.7578
17 C 5.6162 -1.1901 2.6728
18 C 6.3408 -0.0704 0.5427
19 O 1.5321 0.3278 3.9416
20 C 0.6646 1.2477 4.6384
21 C 1.2540 1.5253 6.0158
22 C 0.5170 2.5536 3.8704
23 H 1.6255 -2.9294 6.5271
24 H 1.5881 -1.2841 5.9045
25 H 2.4930 -2.5392 5.0472
26 H -0.5285 -2.6359 5.5056
27 H 1.3454 -4.2009 3.6627
28 H -0.4196 -4.2940 3.6202
29 H 0.4592 -4.8112 5.0639
30 H 2.0778 -2.6180 2.1573
31 H 3.0631 -1.4921 3.1127
32 H 2.4798 -2.2177 -1.5702
33 H 5.2922 -3.4393 -1.6792
34 H 3.9555 -3.7697 -2.7849
35 H 3.8851 -4.3278 -1.1094
36 H 5.2408 -1.0379 -2.0764
37 H 3.7511 -0.1091 -1.8422
38 H 3.9076 -1.1897 -3.2277
39 H 5.6388 0.9326 2.3104
40 H 5.2564 -2.0896 2.1779
41 H 5.0993 -1.0455 3.6194
42 H 6.6756 -1.3132 2.8810
43 H 6.2462 -1.0455 0.0761
44 H 7.3778 0.0780 0.8331
45 H 6.0569 0.6960 -0.1739
46 H -0.3168 0.7655 4.7311
47 H 2.2836 1.8563 5.9161
48 H 1.2198 0.6513 6.6576
49 H 0.6838 2.3159 6.4920
50 H 1.4901 3.0311 3.7789
51 H -0.1551 3.2135 4.4151
52 H 0.1137 2.3799 2.8773
53 C -2.2741 -1.1542 -4.6400
54 Si -0.6217 -1.4794 -3.7109
55 C -0.8550 -2.9531 -2.5122
56 C 0.5826 -2.1818 -5.0211
57 C -0.2938 0.1553 -2.7783
58 Si 0.7919 1.4412 -3.7129
59 C 1.9262 0.8227 -5.1265
60 C -0.5425 2.5398 -4.5498
61 C 1.9457 2.5856 -2.7115
62 H -2.7307 -2.0565 -5.0347
63 H -2.0950 -0.4875 -5.4780
64 H -3.0004 -0.6666 -3.9944
65 H -0.6161 -3.8997 -2.9844
66 H -1.8636 -3.0298 -2.1242
67 H -0.1832 -2.8165 -1.6790
68 H 0.3231 -3.2121 -5.2527
69 H 1.6152 -2.1721 -4.6896
70 H 0.5264 -1.6232 -5.9477
71 H -1.2787 0.6402 -2.8030
72 H 1.3597 0.4531 -5.9726
73 H 2.6050 0.0395 -4.8110
74 H 2.5322 1.6497 -5.4851
75 H -1.2315 1.9347 -5.1305
76 H -0.1094 3.2709 -5.2229
77 H -1.1192 3.0741 -3.8027
78 H 2.6723 2.0171 -2.1418
79 H 1.3945 3.2122 -2.0224
80 H 2.4952 3.2382 -3.3843
81 C -2.5627 2.9879 -1.2477
82 C -1.3189 3.3271 -0.5171
83 C -0.9843 4.6374 -0.1056
84 C 0.2524 4.5520 0.4945
85 C 0.6383 3.1962 0.4241
86 C 1.9434 2.6737 0.8753
87 N -0.3346 2.4632 -0.1822
88 H -2.6772 3.6616 -2.0980
89 H -3.4285 3.1319 -0.5988
90 H -2.5328 1.9602 -1.5921
91 H -1.5930 5.5095 -0.2499
92 H 0.8346 5.3453 0.9229
93 H 2.4714 3.4398 1.4386
94 H 2.5465 2.3821 0.0169
95 H 1.8205 1.7798 1.4811
96 N -4.7164 -0.4008 -0.4460
97 C -3.4487 -0.6778 -0.8264
98 N -2.5533 -0.0701 -0.0939
99 C -3.2571 0.6709 0.8317
100 C -2.8322 1.5308 1.8388
101 C -3.8011 2.1670 2.5844
102 C -5.1653 1.9634 2.3538
103 C -5.6085 1.1043 1.3705
104 C -4.6364 0.4677 0.6142
105 H -5.5651 -0.7372 -0.8697
106 H -3.2170 -1.3161 -1.6562
107 H -1.7821 1.6840 2.0080
108 H -3.5067 2.8466 3.3691
109 H -5.8868 2.4950 2.9543
110 H -6.6586 0.9410 1.1890
111 C 1.3106 -4.8007 -0.0904
112 N -0.0238 -4.5655 0.4049
113 C -0.8818 -5.7252 0.4872
114 C -0.4257 -3.3109 0.6764
115 C -1.8250 -3.1582 1.1979
116 O 0.3247 -2.3437 0.5090
117 H 1.8028 -5.5736 0.5000
118 H 1.8683 -3.8701 -0.0237
119 H 1.2750 -5.1153 -1.1348
120 H -0.4208 -6.5450 -0.0593
121 H -1.8552 -5.5335 0.0391
122 H -1.0233 -6.0449 1.5219
123 H -2.0212 -3.8646 1.9990
124 H -2.5434 -3.3374 0.4000
125 H -1.9370 -2.1420 1.5645

Record 3
The following is a DFT calculation (ωB97M-V/def2-TZVPD) of one molecule with the formula C2H5NO in a non-equilibrium geometry.

Energy above the lowest of the compared OMol25 structures with the same formula, charge and spin, eV: 6.062
Max |F|, hartree/bohr: 0.127
Net charge: 0
Spin multiplicity: 1
Kohn-Sham gap (alpha / beta), eV: 8.72 / 9.13

CARTESIAN COORDINATES (ANGSTROEM)
1 C -1.5832 1.1244 0.3578
2 C 1.2593 -0.9170 -0.3054
3 N 0.4295 0.0999 -0.7374
4 O -0.5474 0.2965 0.1400
5 H -2.0292 0.9133 1.3479
6 H -1.8907 1.8519 -0.2041
7 H 1.9988 -0.3991 0.2604
8 H 0.6751 -1.5992 0.3512
9 H 1.6878 -1.3707 -1.2105

Record 4
The following is a DFT calculation (ωB97M-V/def2-TZVPD) of C33H59BN11O2ReSbSi as an isolated structure.

Energy above the lowest of the compared OMol25 structures with the same formula, charge and spin, eV: 0.128
Max |F|, hartree/bohr: 0.006
Net charge: +3
Spin multiplicity: 3
Kohn-Sham gap (alpha / beta), eV: 7.31 / 6.00

CARTESIAN COORDINATES (ANGSTROEM)
1 Re 0.0458 -0.2435 0.0566
2 C -1.2683 0.1474 3.6324
3 C 0.0674 0.6500 3.2217
4 C 0.9051 1.3648 4.0650
5 C 2.0416 1.6147 3.3323
6 N 1.9083 1.0626 2.1262
7 N 0.6692 0.4880 2.0132
8 B 2.8637 1.1863 0.9232
9 N 3.0490 -0.2142 0.2835
10 C 4.1780 -0.9101 0.1659
11 C 3.8879 -2.1152 -0.4523
12 C 2.5259 -2.0902 -0.7074
13 C 1.7260 -3.1362 -1.3936
14 N 2.0236 -0.9105 -0.2692
15 N 2.1058 2.0608 -0.0946
16 C 2.4610 3.2401 -0.6058
17 C 1.4938 3.6400 -1.5010
18 C 0.5451 2.6320 -1.5067
19 C -0.6051 2.6101 -2.4484
20 N 0.8925 1.6713 -0.6114
21 N 4.2088 1.7044 1.3129
22 C 5.0025 1.3111 2.3599
23 C 6.2900 1.6334 2.0576
24 C 6.2346 2.2058 0.7594
25 C 7.3644 2.7336 -0.0600
26 N 4.9950 2.2204 0.3119
27 H -1.1489 -0.6030 4.4117
28 H -1.8385 0.9653 4.0698
29 H -1.8235 -0.3131 2.8262
30 H 0.6988 1.6585 5.0806
31 H 2.9299 2.1664 3.5888
32 H 5.1131 -0.5069 0.5249
33 H 4.5797 -2.8985 -0.7132
34 H 2.3815 -3.9391 -1.7248
35 H 0.9669 -3.5535 -0.7324
36 H 1.2149 -2.7372 -2.2671
37 H 3.4016 3.6820 -0.3254
38 H 1.4865 4.5331 -2.1030
39 H -1.0860 3.5880 -2.4671
40 H -0.2389 2.4169 -3.4584
41 H -1.3429 1.8552 -2.2230
42 H 4.6041 0.8275 3.2374
43 H 7.1593 1.4977 2.6795
44 H 7.9986 3.3895 0.5346
45 H 7.9897 1.9186 -0.4260
46 H 6.9876 3.2895 -0.9154
47 N 0.0159 -4.7781 3.4766
48 C 0.7469 -3.9453 2.4666
49 C -0.2026 -2.8080 2.0427
50 O -1.2555 -2.6868 2.6485
51 O 0.2716 -2.1062 1.0845
52 H -0.1971 -5.7170 3.1388
53 H -0.8789 -4.2638 3.6361
54 H 0.5155 -4.8722 4.3609
55 H 1.0264 -4.5583 1.6154
56 H 1.6503 -3.5356 2.9125
57 C -1.4466 -3.6431 -2.4134
58 Si -2.3259 -3.0262 -0.8795
59 C -2.2453 -4.3578 0.4277
60 C -4.1150 -2.7108 -1.3133
61 C -1.8988 -1.2818 -0.0906
62 H -2.2134 -4.0483 -3.0801
63 H -0.7743 -4.4684 -2.1757
64 H -0.8833 -2.9087 -2.9839
65 H -2.8389 -5.2102 0.0864
66 H -2.6641 -4.0294 1.3810
67 H -1.2267 -4.7266 0.5696
68 H -4.5543 -3.6191 -1.7342
69 H -4.2401 -1.9227 -2.0648
70 H -4.7112 -2.4336 -0.4403
71 H -2.1545 -1.4513 0.9635
72 H -2.7413 -0.6811 -0.4461
73 C -4.4121 -0.0294 1.9626
74 C -3.7124 1.3229 1.9104
75 Sb -2.1125 1.5797 0.4950
76 C -3.5599 1.7463 -1.0919
77 C -4.0142 3.1961 -1.2571
78 C -1.3406 3.5196 0.9526
79 C -2.1794 4.2808 1.9751
80 H -5.2984 0.0554 2.5926
81 H -3.7880 -0.8142 2.3912
82 H -4.7515 -0.3597 0.9790
83 H -3.3908 1.6534 2.8905
84 H -4.4021 2.0854 1.5367
85 H -4.3848 1.1162 -0.7530
86 H -3.2029 1.3396 -2.0347
87 H -4.4141 3.6114 -0.3309
88 H -4.8093 3.2510 -2.0012
89 H -3.2034 3.8430 -1.5932
90 H -1.2581 4.0605 0.0092
91 H -0.3243 3.3437 1.3119
92 H -3.1914 4.4732 1.6198
93 H -1.7155 5.2474 2.1730
94 H -2.2475 3.7536 2.9269
95 C -2.4762 -0.5571 -4.9340
96 C -1.2818 -0.4372 -4.0547
97 C 0.0560 -0.2415 -4.3390
98 C 0.7303 -0.1778 -3.1214
99 N -0.1571 -0.3749 -2.1062
100 N -1.3682 -0.4886 -2.7231
101 C 2.1966 0.0957 -3.0325
102 H -2.1718 -0.8316 -5.9410
103 H -3.0078 0.3943 -4.9940
104 H -3.1685 -1.3149 -4.5643
105 H 0.5001 -0.1343 -5.3150
106 H -2.1883 -0.7000 -2.1829
107 H 2.5039 0.5704 -3.9623
108 H 2.7676 -0.8286 -2.9432
109 H 2.4744 0.7465 -2.2090